A molecular structure, C45H37N8SeSiTa. Source: the Open Molecules 2025 dataset; level of theory: ωB97M-V with the def2-TZVPD basis set.

The geometry in XYZ format:
```
93
C45H37N8SeSiTa (ωB97M-V with the def2-TZVPD basis set)
Ta 0.02 -0.55 0.63
C 6.45 0.86 1.23
C 6.43 0.75 -0.18
C 5.29 0.40 -0.86
C 4.14 0.15 -0.10
C 2.79 -0.21 -0.50
N 2.07 -0.32 0.67
C 2.82 -0.03 1.77
N 2.40 0.03 3.04
C 1.16 -0.07 3.45
C 0.67 0.11 4.82
C 1.33 0.33 6.02
C 0.57 0.47 7.17
C -0.83 0.40 7.12
C -1.49 0.19 5.93
C -0.73 0.04 4.78
C -1.12 -0.18 3.38
N -2.35 -0.20 2.93
C -2.78 -0.35 1.66
N -2.05 -0.70 0.57
C -2.79 -0.73 -0.57
N -2.33 -0.87 -1.82
C -1.08 -0.90 -2.22
N 0.05 -0.76 -1.45
C 1.18 -0.66 -2.19
N 2.40 -0.41 -1.76
C 0.78 -0.80 -3.60
C 1.52 -0.80 -4.77
C 0.83 -0.97 -5.97
C -0.56 -1.14 -5.98
C -1.30 -1.13 -4.81
C -0.61 -0.96 -3.62
C -4.16 -0.44 -0.18
C -5.34 -0.36 -0.91
C -6.50 -0.05 -0.23
C -6.49 0.18 1.16
C -5.33 0.11 1.89
C -4.15 -0.21 1.21
N 0.06 -0.27 2.66
C 4.15 0.26 1.30
C 5.32 0.61 1.98
H 7.37 1.13 1.72
H 7.34 0.95 -0.73
H 5.26 0.32 -1.93
H 2.41 0.39 6.04
H 1.06 0.64 8.12
H -1.39 0.52 8.04
H -2.57 0.13 5.88
H 2.59 -0.68 -4.74
H 1.37 -0.99 -6.90
H -1.06 -1.27 -6.93
H -2.37 -1.25 -4.82
H -5.34 -0.54 -1.98
H -7.43 0.02 -0.77
H -7.42 0.42 1.65
H -5.31 0.29 2.96
H 5.33 0.69 3.06
C 1.63 2.86 0.90
C 0.18 2.82 0.42
C -0.71 3.50 1.47
C -0.39 1.43 0.28
C 0.08 3.48 -0.96
C 0.70 2.84 -2.04
C 0.63 3.37 -3.31
C -0.06 4.56 -3.54
C -0.67 5.20 -2.47
C -0.60 4.67 -1.19
H 1.73 2.39 1.88
H 1.96 3.90 0.99
H 2.30 2.36 0.20
H -0.65 2.94 2.41
H -1.75 3.54 1.16
H -0.36 4.52 1.67
H -1.38 1.54 -0.17
H 1.24 1.92 -1.87
H 1.10 2.85 -4.14
H -0.12 4.98 -4.53
H -1.20 6.13 -2.63
H -1.09 5.18 -0.38
C 0.18 -6.28 -0.18
Si -0.16 -4.55 -0.84
C 1.06 -4.18 -2.21
C -1.91 -4.53 -1.52
Se 0.07 -3.20 0.96
H 0.09 -7.03 -0.98
H -0.52 -6.54 0.61
H 1.19 -6.35 0.23
H 1.03 -4.96 -2.98
H 2.08 -4.12 -1.82
H 0.84 -3.24 -2.71
H -2.02 -5.30 -2.29
H -2.18 -3.57 -1.97
H -2.64 -4.74 -0.73
```

Summary:
Strongest force on any atom in hartree/bohr: 0.010
DFT total energy in a.u.: -4923.180528
LUMO level in Ha: -0.0769
ΔE to the lowest compared entry with this formula, charge and spin in kJ/mol: 124.1

Here are the Mulliken charges for atoms 1 to 5, given in e:
1 Ta -2.117
2 C -0.612
3 C -0.710
4 C -0.266
5 C 0.702

A molecular structure, C45H37NO2SnTe at a distorted geometry. Source: the Open Molecules 2025 dataset; level of theory: ωB97M-V with the def2-TZVPD basis set.

The geometry in XYZ format:
```
87
C45H37NO2SnTe (ωB97M-V with the def2-TZVPD basis set)
Sn -0.05 -1.50 -0.73
O -1.73 -1.60 0.53
C -2.17 -1.28 1.80
C -1.33 -0.13 2.43
C -1.40 1.08 1.57
C -2.27 2.13 1.90
C -2.33 3.22 1.06
C -1.55 3.23 -0.08
C -0.70 2.16 -0.34
C 0.20 2.17 -1.52
C -0.27 1.21 -2.66
O -0.10 -0.10 -2.24
C -1.72 1.54 -2.99
C -2.06 2.80 -3.46
C -3.38 3.10 -3.77
C -4.37 2.15 -3.62
C -4.03 0.89 -3.17
C -2.72 0.59 -2.86
C 0.62 1.36 -3.89
C 0.09 1.20 -5.17
C 0.91 1.26 -6.28
C 2.27 1.47 -6.15
C 2.81 1.57 -4.88
C 1.99 1.51 -3.76
N -0.62 1.12 0.49
C -3.61 -0.78 1.78
C -4.32 -0.61 2.96
C -5.61 -0.11 2.94
C -6.21 0.23 1.74
C -5.51 0.07 0.56
C -4.22 -0.43 0.58
C -2.06 -2.57 2.61
C -3.11 -3.48 2.59
C -3.00 -4.69 3.24
C -1.84 -5.03 3.92
C -0.77 -4.15 3.89
C -0.87 -2.94 3.23
H -1.69 0.08 3.43
H -0.28 -0.45 2.47
H -2.84 2.08 2.81
H -2.95 4.07 1.31
H -1.56 4.08 -0.76
H 0.28 3.18 -1.92
H 1.18 1.82 -1.19
H -1.30 3.56 -3.61
H -3.64 4.09 -4.12
H -5.40 2.38 -3.87
H -4.79 0.12 -3.06
H -2.45 -0.40 -2.51
H -0.97 1.02 -5.29
H 0.48 1.12 -7.27
H 2.90 1.54 -7.02
H 3.88 1.69 -4.75
H 2.45 1.56 -2.79
H -3.88 -0.88 3.91
H -6.16 0.02 3.86
H -7.22 0.62 1.73
H -5.97 0.33 -0.38
H -3.66 -0.56 -0.33
H -4.01 -3.23 2.06
H -3.83 -5.39 3.23
H -1.76 -5.96 4.45
H 0.16 -4.42 4.38
H -0.01 -2.29 3.21
Te 2.39 -0.54 1.11
C 4.06 -0.66 -0.23
C 4.67 0.53 -0.60
C 5.82 0.51 -1.38
C 6.35 -0.70 -1.79
C 5.74 -1.89 -1.41
C 4.59 -1.87 -0.64
C 3.92 -0.70 2.66
C 4.40 -1.92 3.10
C 5.43 -1.97 4.03
C 5.98 -0.80 4.52
C 5.51 0.42 4.07
C 4.48 0.47 3.15
H 4.26 1.47 -0.26
H 6.30 1.44 -1.65
H 7.25 -0.72 -2.39
H 6.17 -2.84 -1.72
H 4.13 -2.80 -0.34
H 3.98 -2.85 2.72
H 5.80 -2.93 4.36
H 6.78 -0.84 5.25
H 5.95 1.34 4.44
H 4.13 1.44 2.80
```

Summary:
Strongest force on any atom in hartree/bohr: 0.040
DFT total energy in a.u.: -2424.555209
LUMO level in Ha: -0.0188
ΔE to the lowest compared entry with this formula, charge and spin in kJ/mol: 86.0

Here are the Mulliken charges for atoms 1 to 5, given in e:
1 Sn 0.758
2 O -0.670
3 C 3.208
4 C -0.538
5 C 0.061

A molecular structure, C45H38AsN4P2V. Source: the Open Molecules 2025 dataset; level of theory: ωB97M-V with the def2-TZVPD basis set.

The geometry in XYZ format:
```
91
C45H38AsN4P2V (ωB97M-V with the def2-TZVPD basis set)
V -0.53 -0.43 -0.80
C -2.84 -0.98 3.13
N -2.10 -0.76 1.89
P -2.62 -0.14 0.41
C -4.12 0.80 0.52
C -5.36 0.16 0.45
C -6.52 0.92 0.57
C -6.43 2.29 0.76
C -5.20 2.93 0.82
C -4.03 2.18 0.69
C -2.77 -1.54 -0.72
C -2.87 -1.22 -2.09
C -2.79 -2.23 -3.04
C -2.60 -3.54 -2.64
C -2.50 -3.86 -1.29
C -2.58 -2.87 -0.33
P -0.42 -0.74 1.64
C 0.31 -2.20 2.36
C 0.56 -2.26 3.73
C 1.08 -3.42 4.29
C 1.34 -4.52 3.47
C 1.09 -4.47 2.11
C 0.57 -3.31 1.55
C 0.24 0.69 2.51
C 1.61 0.76 2.76
C 2.14 1.90 3.34
C 1.32 2.97 3.66
C -0.05 2.90 3.41
C -0.59 1.77 2.83
H -2.69 -2.00 3.49
H -3.90 -0.83 2.95
H -2.52 -0.28 3.91
H -5.42 -0.91 0.30
H -7.48 0.43 0.52
H -7.34 2.88 0.85
H -5.14 4.00 0.95
H -3.07 2.67 0.73
H -3.05 -0.20 -2.40
H -2.87 -1.98 -4.09
H -2.53 -4.32 -3.39
H -2.37 -4.89 -0.99
H -2.48 -3.12 0.72
H 0.37 -1.40 4.36
H 1.27 -3.47 5.35
H 1.75 -5.42 3.91
H 1.31 -5.32 1.48
H 0.37 -3.26 0.49
H 2.25 -0.08 2.52
H 3.20 1.95 3.55
H 1.74 3.85 4.12
H -0.69 3.73 3.68
H -1.66 1.71 2.66
C 3.05 4.87 0.94
C 3.92 3.80 0.85
C 3.51 2.62 0.25
C 2.22 2.52 -0.26
C 1.34 3.59 -0.16
C 1.76 4.77 0.44
As 1.70 0.83 -1.04
C 3.33 0.00 -1.56
C 3.68 -1.22 -0.98
C 4.89 -1.81 -1.33
C 5.73 -1.18 -2.24
C 5.37 0.03 -2.81
C 4.17 0.63 -2.47
C 0.64 1.21 -2.62
C -0.67 1.62 -2.33
C -1.60 1.82 -3.36
C -1.22 1.57 -4.66
C 0.06 1.11 -4.95
C 0.99 0.92 -3.94
H 3.37 5.80 1.40
H 4.93 3.89 1.23
H 4.20 1.78 0.17
H 0.34 3.53 -0.58
H 1.08 5.61 0.50
H 3.02 -1.71 -0.28
H 5.17 -2.76 -0.90
H 6.67 -1.65 -2.51
H 6.03 0.52 -3.52
H 3.90 1.59 -2.90
H -0.94 1.90 -1.30
H -2.59 2.18 -3.13
H -1.93 1.72 -5.47
H 0.34 0.90 -5.97
H 1.98 0.55 -4.16
N 3.78 -4.49 -2.62
C 2.70 -4.11 -2.71
N 1.42 -3.74 -2.82
C 0.90 -2.81 -2.19
N 0.35 -1.90 -1.66
```

Summary:
Strongest force on any atom in hartree/bohr: 0.009
DFT total energy in a.u.: -5818.605705
2S+1: 3
LUMO level (alpha / beta) in Ha: -0.2471 / -0.2305
Total charge: +2
ΔE to the lowest compared entry with this formula, charge and spin in kJ/mol: 0.0

Here are the Mulliken charges for atoms 1 to 5, given in e:
1 V 0.916
2 C -1.061
3 N 0.307
4 P 1.909
5 C 0.698

A molecular structure, C45H38F10IrN5SSb. Source: the Open Molecules 2025 dataset; level of theory: ωB97M-V with the def2-TZVPD basis set.

The geometry in XYZ format:
```
101
C45H38F10IrN5SSb (ωB97M-V with the def2-TZVPD basis set)
Ir -0.22 0.32 -0.45
C 0.55 -1.47 1.72
N -0.07 -0.13 1.58
C 0.81 0.87 2.21
C 2.09 0.95 1.39
N 1.81 0.87 -0.07
C 2.93 0.80 -0.87
C 2.85 1.05 -2.26
F 1.70 1.54 -2.78
C 3.89 0.91 -3.15
F 3.68 1.16 -4.45
C 5.15 0.54 -2.71
F 6.17 0.39 -3.56
C 5.30 0.35 -1.35
F 6.50 -0.01 -0.87
C 4.24 0.48 -0.47
F 4.56 0.23 0.83
C -1.46 -0.17 2.09
C -2.30 -1.04 1.17
N -2.00 -0.69 -0.23
C -2.55 -1.53 -1.19
C -2.39 -2.92 -1.18
F -1.65 -3.49 -0.21
C -2.90 -3.75 -2.16
F -2.69 -5.07 -2.08
C -3.59 -3.22 -3.23
F -4.07 -4.00 -4.19
C -3.75 -1.85 -3.29
F -4.41 -1.30 -4.32
C -3.26 -1.04 -2.28
F -3.46 0.28 -2.40
H 0.69 -1.69 2.78
H 1.51 -1.50 1.21
H -0.11 -2.23 1.29
H 1.02 0.60 3.25
H 0.28 1.82 2.21
H 2.74 0.14 1.71
H 2.61 1.88 1.65
H -1.83 0.85 2.07
H -1.47 -0.53 3.12
H -3.36 -0.87 1.40
H -2.11 -2.10 1.38
C -2.82 5.67 0.34
C -3.61 4.39 0.32
C -4.98 4.48 0.57
C -5.79 3.35 0.62
C -5.24 2.10 0.41
C -3.89 1.98 0.14
C -3.07 3.11 0.09
Sb -0.98 2.80 -0.18
C -0.60 4.06 -1.87
C -1.76 4.46 -2.54
C -1.70 5.27 -3.66
C -0.46 5.70 -4.12
C 0.69 5.32 -3.45
C 0.65 4.49 -2.33
C 1.99 4.16 -1.70
C -0.22 3.97 1.45
C 0.80 4.87 1.13
C 1.34 5.73 2.07
C 0.86 5.70 3.37
C -0.16 4.82 3.70
C -0.72 3.95 2.76
C -1.85 3.08 3.27
H -3.42 6.49 -0.06
H -1.90 5.63 -0.23
H -2.55 5.93 1.37
H -5.41 5.46 0.73
H -6.85 3.47 0.82
H -5.87 1.21 0.44
H -3.45 1.01 -0.04
H -2.73 4.14 -2.19
H -2.61 5.56 -4.16
H -0.39 6.35 -4.98
H 1.65 5.67 -3.80
H 2.66 3.76 -2.46
H 1.92 3.42 -0.90
H 2.45 5.06 -1.31
H 1.17 4.94 0.12
H 2.12 6.42 1.79
H 1.27 6.35 4.13
H -0.55 4.81 4.71
H -2.58 3.70 3.79
H -1.47 2.36 4.00
H -2.38 2.55 2.50
N -1.35 1.72 -3.80
C -0.60 0.62 -3.71
N -0.38 -0.04 -2.60
C 0.45 -1.14 -2.86
C 0.86 -2.08 -1.92
C 1.75 -3.07 -2.30
C 2.20 -3.15 -3.62
C 1.77 -2.25 -4.57
C 0.89 -1.26 -4.18
S 0.15 -0.01 -5.14
H -2.00 1.93 -3.06
H -1.53 2.15 -4.69
H 0.45 -2.08 -0.92
H 2.07 -3.81 -1.58
H 2.89 -3.94 -3.90
H 2.10 -2.33 -5.60
```

Summary:
Strongest force on any atom in hartree/bohr: 0.015
DFT total energy in a.u.: -3752.529915
LUMO level in Ha: -0.1426
Total charge: +1

Here are the Mulliken charges for atoms 1 to 5, given in e:
1 Ir 1.877
2 C -1.036
3 N 0.370
4 C -0.094
5 C -1.347

A molecular structure, C45H38F3N2P2STe2Zr at a distorted geometry. Source: the Open Molecules 2025 dataset; level of theory: ωB97M-V with the def2-TZVPD basis set.

The geometry in XYZ format:
```
94
C45H38F3N2P2STe2Zr (ωB97M-V with the def2-TZVPD basis set)
Zr -1.16 0.33 -0.03
Te 2.78 -0.48 0.07
C 3.94 -2.37 0.20
C 3.43 -3.64 0.39
C 4.32 -4.75 0.25
N 5.64 -4.61 0.04
C 6.17 -3.32 -0.08
C 5.33 -2.20 0.01
C 0.88 -1.35 0.70
P 0.16 -0.44 2.10
C 1.49 0.56 2.96
C 1.19 1.87 3.35
C 1.95 2.53 4.23
C 3.16 2.00 4.63
C 3.54 0.71 4.21
C 2.68 -0.01 3.31
C -0.18 -1.57 3.49
C 0.76 -2.50 3.90
C 0.54 -3.30 5.02
C -0.60 -3.11 5.77
C -1.55 -2.14 5.35
C -1.46 -1.65 4.08
P 0.00 -1.96 -0.75
C 0.83 -2.46 -2.32
C 1.65 -3.61 -2.31
C 2.50 -3.91 -3.46
C 2.28 -3.15 -4.68
C 1.46 -2.06 -4.66
C 0.75 -1.67 -3.46
C -0.84 -3.54 -0.49
C -0.71 -4.03 0.83
C -1.43 -5.13 1.17
C -2.26 -5.75 0.23
C -2.36 -5.31 -1.05
C -1.60 -4.19 -1.42
H 2.34 -3.88 0.44
H 3.92 -5.76 0.41
H 7.20 -3.34 -0.35
H 5.70 -1.16 -0.19
H 0.38 2.42 2.92
H 1.60 3.49 4.62
H 3.76 2.54 5.39
H 4.35 0.15 4.63
H 2.96 -0.92 2.77
H 1.63 -2.73 3.32
H 1.28 -4.04 5.42
H -0.76 -3.51 6.73
H -2.42 -1.90 5.97
H -2.37 -1.24 3.62
H 1.71 -4.35 -1.53
H 3.22 -4.69 -3.42
H 2.75 -3.52 -5.62
H 1.42 -1.32 -5.44
H 0.10 -0.78 -3.42
H -0.07 -3.49 1.50
H -1.38 -5.49 2.18
H -2.82 -6.64 0.55
H -2.99 -5.83 -1.80
H -1.65 -3.86 -2.44
F -4.55 1.85 -3.65
C -4.36 2.87 -2.77
F -5.45 3.73 -2.93
F -3.27 3.58 -3.19
C -4.28 2.41 -1.34
C -5.09 2.93 -0.32
C -4.88 2.51 1.04
C -3.92 1.54 1.27
N -3.15 1.10 0.32
C -3.32 1.48 -0.99
S -2.32 0.64 -2.20
H -5.69 3.82 -0.54
H -5.63 2.76 1.82
H -3.80 1.11 2.24
C -1.65 7.02 -4.15
C -1.13 5.98 -3.14
C -0.10 5.13 -3.58
C 0.34 4.13 -2.69
C 1.45 3.18 -3.08
C -0.18 3.97 -1.39
Te 0.60 2.51 0.06
C -1.27 4.81 -0.96
C -1.89 4.68 0.40
C -1.64 5.88 -1.80
H -0.75 7.64 -4.39
H -2.39 7.61 -3.58
H -2.08 6.46 -4.99
H 0.41 5.18 -4.53
H 1.70 3.51 -4.09
H 1.09 2.17 -3.21
H 2.35 3.22 -2.47
H -2.42 3.73 0.62
H -2.50 5.57 0.63
H -1.05 4.71 1.16
H -2.31 6.64 -1.41
```

Summary:
Strongest force on any atom in hartree/bohr: 0.084
DFT total energy in a.u.: -3810.379094
LUMO level in Ha: -0.1466
Total charge: +1
ΔE to the lowest compared entry with this formula, charge and spin in kJ/mol: 145.5

Here are the Mulliken charges for atoms 1 to 5, given in e:
1 Zr -0.556
2 Te 0.398
3 C 0.405
4 C 0.172
5 C -0.523

- Which formula does entry 3 have?
  C45H38AsN4P2V

Please write out number 1 again, unchanged.
A molecular structure, C45H37N8SeSiTa. Source: the Open Molecules 2025 dataset; level of theory: ωB97M-V with the def2-TZVPD basis set.

The geometry in XYZ format:
```
93
C45H37N8SeSiTa (ωB97M-V with the def2-TZVPD basis set)
Ta 0.02 -0.55 0.63
C 6.45 0.86 1.23
C 6.43 0.75 -0.18
C 5.29 0.40 -0.86
C 4.14 0.15 -0.10
C 2.79 -0.21 -0.50
N 2.07 -0.32 0.67
C 2.82 -0.03 1.77
N 2.40 0.03 3.04
C 1.16 -0.07 3.45
C 0.67 0.11 4.82
C 1.33 0.33 6.02
C 0.57 0.47 7.17
C -0.83 0.40 7.12
C -1.49 0.19 5.93
C -0.73 0.04 4.78
C -1.12 -0.18 3.38
N -2.35 -0.20 2.93
C -2.78 -0.35 1.66
N -2.05 -0.70 0.57
C -2.79 -0.73 -0.57
N -2.33 -0.87 -1.82
C -1.08 -0.90 -2.22
N 0.05 -0.76 -1.45
C 1.18 -0.66 -2.19
N 2.40 -0.41 -1.76
C 0.78 -0.80 -3.60
C 1.52 -0.80 -4.77
C 0.83 -0.97 -5.97
C -0.56 -1.14 -5.98
C -1.30 -1.13 -4.81
C -0.61 -0.96 -3.62
C -4.16 -0.44 -0.18
C -5.34 -0.36 -0.91
C -6.50 -0.05 -0.23
C -6.49 0.18 1.16
C -5.33 0.11 1.89
C -4.15 -0.21 1.21
N 0.06 -0.27 2.66
C 4.15 0.26 1.30
C 5.32 0.61 1.98
H 7.37 1.13 1.72
H 7.34 0.95 -0.73
H 5.26 0.32 -1.93
H 2.41 0.39 6.04
H 1.06 0.64 8.12
H -1.39 0.52 8.04
H -2.57 0.13 5.88
H 2.59 -0.68 -4.74
H 1.37 -0.99 -6.90
H -1.06 -1.27 -6.93
H -2.37 -1.25 -4.82
H -5.34 -0.54 -1.98
H -7.43 0.02 -0.77
H -7.42 0.42 1.65
H -5.31 0.29 2.96
H 5.33 0.69 3.06
C 1.63 2.86 0.90
C 0.18 2.82 0.42
C -0.71 3.50 1.47
C -0.39 1.43 0.28
C 0.08 3.48 -0.96
C 0.70 2.84 -2.04
C 0.63 3.37 -3.31
C -0.06 4.56 -3.54
C -0.67 5.20 -2.47
C -0.60 4.67 -1.19
H 1.73 2.39 1.88
H 1.96 3.90 0.99
H 2.30 2.36 0.20
H -0.65 2.94 2.41
H -1.75 3.54 1.16
H -0.36 4.52 1.67
H -1.38 1.54 -0.17
H 1.24 1.92 -1.87
H 1.10 2.85 -4.14
H -0.12 4.98 -4.53
H -1.20 6.13 -2.63
H -1.09 5.18 -0.38
C 0.18 -6.28 -0.18
Si -0.16 -4.55 -0.84
C 1.06 -4.18 -2.21
C -1.91 -4.53 -1.52
Se 0.07 -3.20 0.96
H 0.09 -7.03 -0.98
H -0.52 -6.54 0.61
H 1.19 -6.35 0.23
H 1.03 -4.96 -2.98
H 2.08 -4.12 -1.82
H 0.84 -3.24 -2.71
H -2.02 -5.30 -2.29
H -2.18 -3.57 -1.97
H -2.64 -4.74 -0.73
```

Summary:
Strongest force on any atom in hartree/bohr: 0.010
DFT total energy in a.u.: -4923.180528
LUMO level in Ha: -0.0769
ΔE to the lowest compared entry with this formula, charge and spin in kJ/mol: 124.1

Here are the Mulliken charges for atoms 1 to 5, given in e:
1 Ta -2.117
2 C -0.612
3 C -0.710
4 C -0.266
5 C 0.702

- The highest strongest force on any atom belongs to which entry?
  C45H38F3N2P2STe2Zr

- Among the records above, which one has the highest strongest force on any atom?
  C45H38F3N2P2STe2Zr